Computed, not measured: a 2-piece molecular cluster, C6H18N2 overall in a non-equilibrium geometry, with the ωB97M-V functional and the def2-TZVPD basis.

- spin multiplicity = 1
- SMILES = CCNC.CCNC
- gap between HOMO and LUMO (eV) = 9.7898
- E_HOMO (Eh) = -0.322
- LUMO level (Ha) = 0.038
- energy above the lowest of the compared OMol25 structures with the same formula, charge and spin (kJ/mol) = 86.2

Geometry as XYZ:
```
26
Properties=species:S:1:pos:R:3:lowdin_charge:R:1
C -2.3906 3.7844 -0.8560 -0.111
C -1.1438 4.4121 -0.1441 -0.292
N -0.0602 3.5699 -0.6666 -0.175
C 1.2171 4.0552 -0.2288 -0.168
H -2.4497 3.9951 -1.9371 0.070
H -3.2660 4.2374 -0.3609 0.061
H -2.4288 2.6921 -0.7079 0.065
H -1.2218 4.3927 0.9600 0.108
H -1.0035 5.4658 -0.4531 0.111
H -0.1594 2.5894 -0.3740 0.110
H 1.4295 3.8368 0.8313 0.076
H 1.2838 5.1452 -0.3837 0.082
H 1.9850 3.5639 -0.8498 0.066
C 3.1644 3.9208 -5.5392 -0.103
C 2.7087 2.4757 -5.1516 -0.337
N 2.6692 2.4818 -3.7161 -0.163
C 2.5256 1.0890 -3.2589 -0.142
H 4.1943 4.1985 -5.2584 0.072
H 2.4810 4.7190 -5.2040 0.066
H 3.1071 3.8473 -6.6383 0.060
H 3.5019 1.7850 -5.4970 0.109
H 1.7519 2.1372 -5.5935 0.114
H 1.8241 3.0316 -3.5153 0.103
H 1.4741 0.7821 -3.3885 0.075
H 2.7994 0.9670 -2.1975 0.068
H 3.1634 0.4244 -3.8655 0.075
```



Computed, not measured: a 3-piece molecular cluster, C2H9NO4 overall in a non-equilibrium geometry, with the ωB97M-V functional and the def2-TZVPD basis.

- spin multiplicity = 1
- SMILES = O=CNCO.O.O
- gap between HOMO and LUMO (eV) = 10.8612
- E_HOMO (Eh) = -0.379
- LUMO level (Ha) = 0.020
- energy above the lowest of the compared OMol25 structures with the same formula, charge and spin (kJ/mol) = 105.2

Geometry as XYZ:
```
16
Properties=species:S:1:pos:R:3:lowdin_charge:R:1
O -2.0406 1.0312 -0.0914 -0.010
C -1.0795 0.9084 0.6715 -0.319
N -0.4619 -0.2293 1.0376 0.050
C -0.0333 -1.3022 0.1377 -0.218
O 1.2181 -0.8843 -0.3802 -0.060
H -0.7662 1.7749 1.2617 0.137
H 0.2019 -0.1245 1.7442 0.065
H -0.8874 -1.6137 -0.4968 0.141
H 0.1375 -2.1873 0.8110 0.139
H 1.0759 -0.7008 -1.3437 0.128
O 2.2489 0.1417 2.0137 -0.076
H 2.8726 0.9089 1.9305 0.075
H 2.1479 -0.1975 1.1143 -0.002
O -1.1632 0.9678 -2.9422 -0.089
H -1.6950 1.0475 -2.0552 0.053
H -1.7758 0.4592 -3.4125 -0.016
```



Computed, not measured: a 8-piece molecular cluster, C45H50BO5P overall in a non-equilibrium geometry, with the ωB97M-V functional and the def2-TZVPD basis.

- spin multiplicity = 1
- SMILES = O=COCCBP(=O)(O)O.c1ccccc1.c1ccccc1.c1ccccc1.c1ccccc1.c1ccccc1.c1ccccc1.c1ccccc1
- gap between HOMO and LUMO (eV) = 7.6278
- E_HOMO (Eh) = -0.327
- LUMO level (Ha) = -0.046

Geometry as XYZ:
```
102
Properties=species:S:1:pos:R:3:lowdin_charge:R:1
O 2.3915 -2.9050 1.0319 -0.039
C 1.8410 -2.4322 -0.1063 -0.112
O 2.2870 -1.1744 -0.7257 -0.166
C 3.7491 -1.1095 -0.8747 -0.199
C 4.5562 -0.5240 0.4273 -0.163
B 3.6269 0.2664 1.5287 -0.116
P 2.3947 1.6898 1.1843 0.752
O 2.0706 2.3825 2.6042 -0.387
O 3.0776 2.9889 0.1985 -0.222
O 0.8286 1.1563 0.5737 -0.226
H 0.9309 -3.0279 -0.5821 0.176
H 4.1077 -0.5223 -1.8323 0.140
H 4.1215 -2.2318 -1.0387 0.145
H 5.0193 -1.4743 0.9825 0.119
H 5.5086 0.1131 0.0923 0.131
H 3.7581 -0.0558 2.6759 0.058
H 2.7338 2.8272 -0.7348 0.074
H 0.8217 1.3029 -0.4215 0.075
C 6.4356 3.3121 6.3907 -0.105
C 5.2106 2.7653 6.7717 -0.108
C 4.2118 2.5595 5.8204 -0.088
C 4.4366 2.9047 4.4876 -0.083
C 5.6583 3.4601 4.1082 -0.089
C 6.6585 3.6625 5.0587 -0.104
H 7.2160 3.4661 7.1309 0.097
H 5.0343 2.4987 7.8108 0.098
H 3.2585 2.1302 6.1171 0.104
H 3.6597 2.7421 3.7457 0.050
H 5.8316 3.7347 3.0705 0.089
H 7.6113 4.0931 4.7625 0.092
C 8.2885 4.4983 -0.4966 -0.097
C 7.8927 3.7074 0.5817 -0.099
C 8.7347 3.5566 1.6831 -0.099
C 9.9756 4.1938 1.7046 -0.093
C 10.3753 4.9773 0.6223 -0.097
C 9.5318 5.1311 -0.4775 -0.098
H 7.6294 4.6211 -1.3517 0.099
H 6.9269 3.2087 0.5639 0.091
H 8.4245 2.9428 2.5247 0.092
H 10.6307 4.0786 2.5636 0.101
H 11.3449 5.4692 0.6362 0.100
H 9.8425 5.7436 -1.3198 0.099
C -3.9054 -1.8228 -1.2059 -0.086
C -4.3012 -2.6137 -0.1276 -0.087
C -3.4592 -2.7645 0.9738 -0.112
C -2.2184 -2.1273 0.9953 -0.086
C -1.8186 -1.3439 -0.0870 -0.097
C -2.6621 -1.1900 -1.1869 -0.089
H -4.5645 -1.7001 -2.0610 0.078
H -5.2670 -3.1124 -0.1454 0.104
H -3.7695 -3.3783 1.8154 0.102
H -1.5633 -2.2425 1.8543 0.105
H -0.8491 -0.8520 -0.0731 0.076
H -2.3515 -0.5775 -2.0292 0.098
C -4.1810 -1.6873 4.9623 -0.093
C -4.5968 -1.5114 6.2818 -0.097
C -5.8467 -0.9548 6.5516 -0.099
C -6.6800 -0.5697 5.5011 -0.098
C -6.2603 -0.7370 4.1817 -0.093
C -5.0120 -1.2971 3.9117 -0.092
H -3.2099 -2.1272 4.7524 0.098
H -3.9466 -1.8091 7.1006 0.100
H -6.1718 -0.8210 7.5800 0.099
H -7.6548 -0.1384 5.7109 0.099
H -6.9071 -0.4315 3.3628 0.100
H -4.6861 -1.4296 2.8835 0.075
C -5.4778 -0.5982 -4.7969 -0.098
C -6.7028 -1.1450 -4.4159 -0.097
C -7.7015 -1.3508 -5.3672 -0.091
C -7.4768 -1.0056 -6.7000 -0.091
C -6.2551 -0.4502 -7.0794 -0.092
C -5.2549 -0.2478 -6.1288 -0.094
H -4.6973 -0.4442 -4.0567 0.084
H -6.8790 -1.4116 -3.3768 0.096
H -8.6549 -1.7801 -5.0705 0.101
H -8.2537 -1.1682 -7.4418 0.083
H -6.0818 -0.1756 -8.1170 0.101
H -4.3020 0.1828 -6.4251 0.100
C -11.1268 -1.7641 -10.4765 -0.096
C -10.6619 -0.9426 -9.4499 -0.103
C -9.7256 0.0542 -9.7231 -0.109
C -9.2504 0.2270 -11.0233 -0.096
C -9.7084 -0.6005 -12.0482 -0.097
C -10.6475 -1.5949 -11.7758 -0.097
H -11.8613 -2.5362 -10.2646 0.100
H -11.0301 -1.0788 -8.4362 0.100
H -9.3661 0.6964 -8.9234 0.098
H -8.5230 1.0051 -11.2370 0.100
H -9.3338 -0.4699 -13.0605 0.100
H -11.0060 -2.2382 -12.5750 0.100
C 4.8636 -3.0397 4.4924 -0.097
C 6.0146 -3.8033 4.3008 -0.101
C 7.2517 -3.3206 4.7268 -0.101
C 7.3385 -2.0711 5.3412 -0.097
C 6.1887 -1.3034 5.5245 -0.089
C 4.9511 -1.7877 5.1018 -0.101
H 3.8989 -3.4190 4.1664 0.100
H 5.9475 -4.7759 3.8197 0.099
H 8.1480 -3.9174 4.5804 0.098
H 8.3017 -1.6958 5.6756 0.099
H 6.2570 -0.3270 5.9979 0.095
H 4.0549 -1.1904 5.2469 0.099
```



Computed, not measured: a 2-piece molecular cluster, C2HNO4 overall in a non-equilibrium geometry, with the ωB97M-V functional and the def2-TZVPD basis.

- spin multiplicity = 1
- gap between HOMO and LUMO (alpha / beta) (eV) = 4.2537 / 4.2488
- E_HOMO (alpha / beta) (Eh) = -0.317 / -0.319
- LUMO level (alpha / beta) (Ha) = -0.161 / -0.163
- energy above the lowest of the compared OMol25 structures with the same formula, charge and spin (kJ/mol) = 718.8

Geometry as XYZ:
```
8
Properties=species:S:1:pos:R:3:lowdin_charge:R:1
C -0.6985 -0.5165 0.6325 -0.593
C -1.6766 3.5857 0.4635 -0.216
N -1.5393 2.9812 1.5033 0.030
O -1.1879 0.5865 0.8373 0.073
O 0.1823 -1.1861 0.2323 0.111
O -1.3931 3.9383 -0.5615 0.279
O -1.7553 2.3041 2.4738 0.136
H -1.5866 -1.2148 0.8778 0.179
```



Computed, not measured: a 2-piece molecular cluster, C8H14O4 overall in a non-equilibrium geometry, with the ωB97M-V functional and the def2-TZVPD basis.

- spin multiplicity = 1
- gap between HOMO and LUMO (eV) = 9.1043
- E_HOMO (Eh) = -0.363
- LUMO level (Ha) = -0.028
- energy above the lowest of the compared OMol25 structures with the same formula, charge and spin (kJ/mol) = 1327.4

Geometry as XYZ:
```
26
Properties=species:S:1:pos:R:3:lowdin_charge:R:1
C 3.4867 -1.2552 0.1211 -0.062
C 1.9855 -0.9644 0.3744 -0.352
C -0.1205 0.6395 -0.5934 -0.363
C -1.3251 0.9982 0.1625 -0.140
C -2.5711 0.5160 -0.6860 -0.212
C -2.8742 -0.7342 -0.2782 -0.432
C 1.1190 1.3763 0.0238 -0.144
C 2.0576 0.5360 0.8973 -0.108
H 3.4418 -0.9261 -1.0127 0.118
H 4.1396 -0.7504 1.0370 0.137
H 3.8460 -2.4390 0.0288 0.118
H 1.2779 -1.4889 1.0841 0.162
H -0.2419 1.0406 -1.6999 0.184
H -1.1089 0.7293 1.2532 0.152
H -0.9249 2.2152 0.3019 0.182
H -3.3229 1.3710 -0.3327 0.171
H -2.2482 0.5181 -1.7405 0.131
H -3.6618 -1.0071 -0.9727 0.122
H -2.0131 -1.3030 -0.2191 0.097
H -4.9046 -1.0652 0.8559 0.329
H 1.0490 2.3873 0.3456 0.119
H 2.4503 1.0055 1.8743 0.170
O 1.3135 -1.1802 -0.8767 -0.053
O -0.0507 -0.7764 -0.6274 -0.081
O -3.4013 -0.7379 1.0303 -0.157
O 2.6024 1.2949 -0.3508 -0.089
```